Molecular formula: C54H63N11O18
Method: DFT, ωB97M-V/def2-TZVPD

Atoms and positions in Å:
1 H -5.953303 -6.498400 -0.610310
2 N 7.334890 -3.645741 -0.787033
3 C -5.217737 0.882384 5.464599
4 O 3.834231 3.917835 13.486770
5 C 3.321865 2.261818 11.963041
6 C -3.524208 -1.674591 -6.195344
7 H -0.701737 -6.972308 6.997151
8 N 3.637567 3.664732 12.305482
9 C -0.076352 9.985827 -3.942438
10 C 0.305238 3.646081 -7.684306
11 C 1.709935 -4.987919 -5.993273
12 H 1.244978 8.647244 -1.158803
13 O 1.024317 -5.423741 5.920417
14 H -0.967050 8.643407 8.205881
15 H 1.144519 -4.943539 -9.329241
16 C 7.292260 -5.129904 -4.265948
17 H 1.195203 1.526281 2.411900
18 H 2.329627 -4.451249 -5.290152
19 H -0.720616 -9.808222 2.982761
20 H -0.893000 9.645193 -1.992213
21 H 1.463077 8.055464 6.419918
22 N 0.851236 -6.495440 -4.184127
23 H 2.657886 0.631795 1.727426
24 C -6.461718 2.786642 3.726251
25 C -1.332890 -8.886537 6.253455
26 O 0.700729 6.714594 5.109810
27 H -6.925780 3.354557 2.933466
28 O 6.938084 -2.585380 -0.255781
29 C 0.952310 -5.147967 -8.286333
30 H -8.268141 2.153662 4.577519
31 H 3.036764 8.139450 -2.637415
32 H 2.482415 0.458968 9.185922
33 C 2.184376 8.716961 -2.963474
34 O -3.380492 -0.417906 6.023852
35 H 3.815786 1.388301 13.870089
36 C 0.257984 3.095257 -10.442764
37 H -2.835175 -4.611998 0.118188
38 H 2.611683 -3.965718 -7.631694
39 O 0.912042 -0.037389 -1.516627
40 H -3.189816 -4.683315 -1.617369
41 C -5.702059 -3.893072 0.301167
42 O -0.540924 3.592610 -12.537161
43 H -4.527007 3.030182 2.953295
44 O 0.748856 -5.415119 3.736186
45 C 0.849410 -6.004132 -5.574578
46 H -0.616081 5.521447 -8.238480
47 C 7.454438 -3.765791 -2.284564
48 C 7.722684 -4.069959 -5.049003
49 C -0.169625 4.591184 -8.557345
50 O -5.547849 -3.639148 -5.806857
51 C 1.920146 1.424691 1.604293
52 H 7.255721 -6.101445 -4.736228
53 H -0.954452 10.496660 -4.309035
54 C 3.194844 -0.106980 12.457247
55 H -0.557959 5.228169 8.235368
56 H 0.150705 -7.823758 2.912596
57 H -3.347291 -0.779643 -6.791902
58 N -4.785297 -1.556789 -5.563988
59 O 0.046565 10.923792 -6.566390
60 O 7.499979 -4.677289 -0.065283
61 H -3.502402 1.407143 4.256635
62 H 1.500285 3.236235 -0.423037
63 O 1.739086 -5.967694 -3.453310
64 H 2.761281 2.833869 9.979298
65 C -0.101424 7.989781 8.313446
66 H 8.414899 -1.823910 -2.602761
67 C -0.852385 -9.271187 3.910465
68 H -1.760310 -9.151826 7.209140
69 H 0.137142 2.332714 -1.090949
70 C 2.195362 9.110541 -4.280920
71 C -5.123131 2.543611 3.711115
72 C -7.196156 2.048456 4.656058
73 C -1.354844 -9.734182 5.120168
74 O 0.030667 -7.316586 -3.780296
75 H -4.724266 -6.112011 -1.936263
76 H -4.824305 0.641267 -5.484786
77 H -3.385089 -3.152738 -0.670991
78 N 1.059945 10.372911 -6.135665
79 C -0.156982 -7.213934 4.940980
80 C 8.001686 -2.848337 -4.426335
81 O 0.612482 1.774386 -12.278326
82 H -7.214306 0.635911 6.258222
83 H -2.774845 -1.632011 -5.404925
84 H 0.248620 3.977808 -6.658070
85 C -0.787849 5.764564 7.314745
86 C 2.882629 2.002217 10.657565
87 H -4.336348 -6.681791 -0.402170
88 N 0.617135 -5.928516 4.856954
89 H -0.150453 7.526822 9.299020
90 H -3.430609 -2.573427 -6.804797
91 C -3.489745 -4.237690 -0.668907
92 C 2.801265 0.684722 10.192782
93 C -5.027620 -5.998517 -0.895495
94 C 0.892134 2.210493 -9.561543
95 H -0.437115 5.041655 6.578213
96 H -1.873720 5.857141 7.335373
97 C -5.022686 -0.256609 -4.899493
98 N 0.079360 6.939978 7.278391
99 C -4.555986 1.552145 4.444568
100 H 7.886010 -4.244422 -6.102223
101 H 1.291301 1.308999 -10.002415
102 N -4.536395 -0.164769 6.317845
103 C -5.668504 -2.546971 -5.329954
104 H 0.833498 8.538886 8.425250
105 H 1.404625 1.844022 -7.478490
106 C 1.074558 9.801870 -4.766342
107 H 3.304638 -0.990402 13.068738
108 H -4.254303 -0.193787 -4.128948
109 H -0.755090 -7.369703 -6.358189
110 C 0.702364 2.534208 -0.180991
111 C 8.031232 -2.737834 -3.031641
112 O 2.020669 10.084250 -6.853929
113 H -5.267719 -2.938974 0.637699
114 C -0.291902 4.236285 -9.921486
115 H 8.491477 -2.120684 -5.056428
116 C 2.889937 -0.343384 11.067361
117 C 1.076603 8.930660 -2.187250
118 H 2.606144 2.271727 1.598390
119 C -0.080376 9.504852 -2.689602
120 N 1.242376 1.310512 0.335192
121 O 3.622095 4.507591 11.426627
122 C 7.094989 -4.985813 -2.896360
123 H 1.980341 -0.615478 0.146799
124 C 0.050781 -6.145471 -7.904525
125 C -0.044923 -6.580179 -6.554947
126 H -6.504306 -2.277395 -4.665909
127 H 3.079451 8.909526 -4.867756
128 C 1.407798 0.163164 -0.380568
129 C -0.776587 -7.619997 6.136161
130 C 0.766051 7.224373 6.231141
131 H -1.944115 -10.638437 5.158651
132 H 6.547651 -5.781177 -2.412404
133 O -6.875929 -4.264185 0.574660
134 N -4.828582 -4.656692 -0.377661
135 C 3.465440 1.184924 12.868938
136 H -6.001631 -0.149849 -4.432179
137 C -0.211611 -8.073887 3.898781
138 C 1.781634 -4.566132 -7.289762
139 C -6.626024 1.193382 5.544384
140 H -0.678845 -6.349276 -8.674263
141 N 0.120237 2.804837 -11.853118
142 C 0.922994 2.514776 -8.174562
143 O -5.224879 -0.664449 7.193729
144 H -0.085814 3.021652 0.392844
145 H -0.614877 4.979690 -10.635250
146 H 2.800325 -1.359039 10.711274

Forces on the atoms, in the same order (eV/Å):
-0.5 0.8 -0.5
-1.3 -0.9 3.1
-1.9 1.0 -0.9
0.1 -0.3 -0.5
-0.5 -1.3 -1.2
0.7 0.1 -0.1
-0.1 0.1 0.0
-0.5 0.2 1.0
0.6 0.5 -2.6
0.4 1.2 0.2
0.1 0.2 1.4
-0.8 -0.1 0.3
-0.7 -1.1 -1.9
0.1 -0.1 -0.4
-0.4 0.3 -0.1
0.5 0.1 -0.1
0.3 -0.2 0.2
0.1 -0.4 0.3
-0.7 -0.6 0.2
-0.3 0.1 -0.3
0.1 0.1 -0.1
1.3 1.1 1.9
-0.6 -0.6 0.3
-0.5 -1.0 0.4
0.2 0.2 -1.2
0.1 -0.1 1.1
-0.1 0.4 0.3
1.2 -1.5 -2.0
1.1 -0.4 1.7
-0.2 -0.1 0.5
0.0 0.2 0.5
0.2 0.3 -0.2
0.1 -0.5 -0.7
-0.7 -0.1 0.6
-0.1 0.0 0.1
0.2 -0.4 2.1
0.4 -0.1 -0.1
-0.2 0.5 0.3
1.2 0.5 2.5
0.1 0.4 0.0
-2.9 -1.9 0.5
0.8 -0.8 0.7
0.2 0.1 0.0
-0.1 -1.0 1.8
-1.7 -1.0 -2.3
0.1 0.0 0.1
0.4 -0.7 0.2
-0.2 0.2 0.9
-1.3 -0.8 -2.1
-0.1 -1.6 -0.3
0.7 0.3 -0.1
-0.6 -0.1 0.1
0.2 0.1 -0.3
-0.1 0.0 -2.3
0.0 0.2 0.4
0.5 0.6 0.2
0.0 -0.1 -0.3
-2.1 2.3 0.8
1.0 -0.2 1.1
0.0 2.2 -2.6
0.1 -0.4 0.3
0.0 0.2 0.1
-2.0 -1.4 -1.5
0.0 0.0 0.0
1.0 -1.1 0.6
-0.1 -0.1 0.3
0.4 -1.0 1.1
-0.1 -0.3 -0.1
0.5 -0.3 -0.3
-0.6 0.9 -1.0
0.0 0.7 -1.7
-1.0 1.1 -1.0
-1.0 0.5 0.3
1.0 1.0 -1.0
-0.7 0.4 -0.2
-0.2 -0.3 -0.7
-0.1 0.0 -0.2
-0.2 -1.3 -1.6
-0.1 0.1 1.7
1.2 -0.9 -0.2
0.0 0.4 0.2
-0.1 0.1 0.0
0.5 -0.4 -0.1
0.4 -0.7 0.4
0.9 -1.1 0.8
1.1 0.3 0.3
0.6 0.2 0.3
-0.2 1.2 0.1
-0.4 -0.3 0.0
-0.1 0.1 0.2
0.6 0.4 0.6
-1.2 1.0 -0.1
-0.1 -1.2 1.1
-0.2 0.3 0.4
-0.4 0.5 -0.5
0.1 0.7 -0.5
1.1 -0.4 0.5
-3.2 -0.1 3.3
2.0 -0.8 1.7
0.0 0.3 -0.1
0.2 -0.1 0.4
-0.9 0.9 -0.9
0.4 0.3 -0.3
-0.2 0.4 -0.5
0.0 -0.2 -0.1
-0.6 0.3 1.0
0.0 0.3 0.4
-0.1 0.2 0.5
0.1 0.1 0.5
-0.9 0.0 -1.5
-1.1 0.1 -0.5
-0.6 0.6 0.9
-0.2 0.0 -0.1
0.6 2.0 0.1
-0.2 0.5 0.2
0.8 -0.6 2.4
0.7 -0.4 0.9
-0.4 0.6 0.0
0.6 -0.4 2.2
0.6 -0.6 0.5
0.1 -0.5 0.0
-0.3 0.8 -0.1
0.0 0.2 0.0
-0.1 1.3 0.9
1.3 0.9 -0.2
0.0 0.2 -0.1
-0.2 0.2 -0.4
-1.8 0.2 -2.7
1.1 0.5 0.1
1.8 1.0 -4.0
0.3 -0.3 0.1
0.5 0.0 0.6
2.8 1.2 -0.5
-0.1 -0.3 -0.9
0.1 0.7 0.1
0.0 -0.4 -0.2
0.6 1.2 -2.5
-0.5 -1.2 -2.2
2.1 -1.9 1.2
-0.1 -1.0 0.2
-0.8 0.1 -1.3
0.0 -1.0 -1.1
0.9 0.1 -0.4
0.4 -0.2 0.9
-0.5 0.0 0.1
-0.1 -0.1 0.1

- M: 1154.2 g mol⁻¹
- Gap between HOMO and LUMO: 8.196 eV
- Multiplicity: 1
- HOMO energy: -9.086 eV
- SMILES string: O=[N+]([O-])c1ccccc1.O=[N+]([O-])c1ccccc1.O=[N+]([O-])c1ccccc1.O=[N+]([O-])c1ccccc1.O=[N+]([O-])c1ccccc1.O=[N+]([O-])c1ccccc1.O=[N+]([O-])c1ccccc1.CN(C)C=O.CN(C)C=O.CN(C)C=O.CN(C)C=O